Entry 1:
Computed, not measured: a structure of composition C5H11NO2, with ωB97M-V/def2-TZVPD.

Last column: Mulliken charge in e.
Element x y z (Å)
C 0.09041 2.07999 0.81867  0.83
N -0.38685 2.46414 -0.25095  -0.47
C 0.02323 -0.08686 -1.09758  -0.18
C -1.27035 -0.30041 -0.32204  -0.46
C -0.04089 -0.67151 0.35980  -0.45
C 0.74020 1.76325 1.93125  -1.25
O -1.11704 -1.53993 -2.93502  -0.75
H 0.76336 2.12060 -0.20802  0.34
H -0.06649 -0.73952 -2.03076  0.18
H 1.02215 0.32057 -1.23434  0.33
H -1.84544 0.56260 -0.03768  0.20
H -1.87532 -1.05772 -0.79650  0.23
H 0.40661 -1.69606 0.39899  0.44
H -0.01913 -0.41649 1.40728  0.55
H 0.31929 1.93329 2.90414  0.33
H 1.64047 1.17832 1.81096  0.40
H -1.37534 -1.78416 -3.83117  0.23
H 2.11747 -2.52440 2.64397  0.22
O 1.65486 -2.38673 1.80348  -0.71

Results
HOMO-LUMO gap   0.134 hartree
DFT total energy   -401.76332 Eh
Lowest unoccupied orbital energy   -4.567 eV
2S+1   1
ΔE to the lowest compared entry with this formula, charge and spin   385.8 kcal per mole

Entry 2:
Computed, not measured: a cluster of 2 separate species, C5H11NO2 in total, with ωB97M-V/def2-TZVPD.

Last column: Mulliken charge in e.
Element x y z (Å)
C -0.47352 -0.71795 1.11355  -1.00
C -0.86804 0.23454 0.23957  0.87
C -0.69166 1.69238 0.56024  -1.27
C -1.80000 -0.05766 -0.90338  -1.26
H -0.70905 -1.75894 0.94531  0.35
H -0.07726 -0.47420 2.08438  0.30
H -0.13517 1.83244 1.48789  0.32
H -1.65349 2.20458 0.66131  0.40
H -0.14523 2.17470 -0.25264  0.28
H -1.38835 0.37472 -1.81750  0.30
H -1.93907 -1.12961 -1.04490  0.33
H -2.77704 0.40143 -0.73888  0.37
O 1.44675 0.81329 -1.68068  -0.53
C 1.36183 -0.24749 -1.10141  0.07
N 1.90713 -0.48748 0.16515  -0.06
O 2.63426 -1.65858 0.43699  -0.41
H 1.06723 -1.19643 -1.58219  0.38
H 2.25714 0.31220 0.68136  0.22
H 1.98354 -2.31193 0.74584  0.34

Results
HOMO-LUMO gap   0.337 hartree
DFT total energy   -402.23702 Eh
Lowest unoccupied orbital energy   0.678 eV
2S+1   1
SMILES string   C=C(C)C.O=CNO
ΔE to the lowest compared entry with this formula, charge and spin   88.6 kcal per mole

Entry 3:
Computed, not measured: a structure of composition C5H11NO2, with ωB97M-V/def2-TZVPD.

Last column: Mulliken charge in e.
Element x y z (Å)
C 0.95947 -1.17892 -0.73364  -0.54
C 0.47087 -2.32057 0.13138  -1.03
C -0.63927 0.61280 -1.03291  -0.19
C 0.03389 1.66162 -1.46814  -0.69
H 0.83130 -1.33609 -1.79917  0.39
H 1.95033 -0.81151 -0.48186  0.34
H -1.41638 0.09426 -1.57260  0.48
H 1.04468 -3.21779 -0.11569  0.36
H -0.58929 -2.49502 -0.04253  0.27
H 0.56099 -2.05542 1.18212  0.28
H 0.81908 2.12048 -0.88785  0.26
H -0.22312 2.08330 -2.43011  0.28
C -0.74508 1.23493 1.66382  0.45
N -1.32634 0.49250 0.70319  -0.31
O 0.63491 1.15853 1.60147  -0.45
O -1.28619 1.91860 2.51412  -0.61
H 0.97054 1.72258 2.31177  0.31
H -2.33235 0.61847 0.72082  0.26
H 0.28195 -0.30275 -0.26421  0.14

Results
HOMO-LUMO gap   0.333 hartree
DFT total energy   -402.21794 Eh
Lowest unoccupied orbital energy   0.308 eV
2S+1   1
ΔE to the lowest compared entry with this formula, charge and spin   100.5 kcal per mole

Entry 4:
Computed, not measured: a structure of composition C5H11NO2, with ωB97M-V/def2-TZVPD.

Last column: Mulliken charge in e.
Element x y z (Å)
C 0.84118 0.41613 0.24651  -1.68
C -0.48997 -0.28589 -0.19666  0.81
C -0.62265 -1.56173 0.63663  -0.84
C -0.09846 -2.74576 -0.05934  -0.09
O 0.50043 -2.67441 -1.10063  -0.51
N -1.60401 0.54847 0.03942  -0.35
C -1.39707 1.88776 -0.31969  -0.36
O 2.63775 2.02811 -0.21177  -0.83
H 1.72659 -0.20056 0.26946  0.35
H 1.05190 1.25859 -0.39714  0.62
H 0.67105 0.86601 1.23019  0.37
H -0.48648 -0.55598 -1.26441  0.39
H -1.38380 -2.18802 -0.03871  0.21
H -0.96182 -1.52041 1.66968  0.43
H -0.09088 -3.71702 0.46159  0.45
H -0.86780 1.82984 0.70564  0.29
H -0.72207 2.09269 -1.14589  0.26
H -2.30825 2.47494 -0.26943  0.29
H 3.60436 2.04723 -0.25544  0.19

Results
HOMO-LUMO gap   0.152 hartree
DFT total energy   -402.00376 Eh
Lowest unoccupied orbital energy   -3.261 eV
2S+1   1
ΔE to the lowest compared entry with this formula, charge and spin   234.9 kcal per mole

Entry 5:
Computed, not measured: a cluster of 2 separate species, C5H11NO2 in total, with ωB97M-V/def2-TZVPD.

Last column: Mulliken charge in e.
Element x y z (Å)
H 1.78894 -1.84846 -0.05171  0.29
N 1.90968 -0.89729 0.30679  -0.70
C 1.12003 -0.07193 -0.23013  0.70
C 1.20136 1.37530 0.12228  -1.34
C 0.12422 -0.54447 -1.34697  0.97
C -0.67156 0.50751 -2.05484  -1.37
O 0.17735 -1.70043 -1.69479  -0.57
H 1.48531 1.97064 -0.74393  0.36
H 1.92837 1.51398 0.91775  0.33
H 0.22813 1.73075 0.45454  0.31
H -1.24770 0.05240 -2.85757  0.35
H -0.01625 1.26950 -2.46966  0.36
H -1.34586 0.97201 -1.33852  0.32
C -1.09516 -0.57473 2.17209  -0.66
O -1.40162 -0.62596 0.79531  -0.47
H -0.02603 -0.75235 2.33617  0.31
H -1.34282 0.43113 2.51266  0.22
H -1.68281 -1.30222 2.73895  0.28
H -1.13358 -1.50541 0.43158  0.31

Results
HOMO-LUMO gap   0.371 hartree
DFT total energy   -402.31731 Eh
Lowest unoccupied orbital energy   0.442 eV
2S+1   1
SMILES string   [H]/N=C(/C)C(C)=O.CO
ΔE to the lowest compared entry with this formula, charge and spin   38.2 kcal per mole

Entry 6:
Computed, not measured: a cluster of 2 separate species, C5H11NO2 in total, with ωB97M-V/def2-TZVPD.

Last column: Mulliken charge in e.
Element x y z (Å)
C 2.71402 0.94156 3.01222  -1.14
C 1.43246 0.73667 2.23575  -0.06
C 1.38395 0.72077 0.91667  -0.04
C 0.13324 0.54444 0.10491  -0.98
H 2.85197 2.00521 3.21781  0.26
H 2.67666 0.43697 3.97950  0.33
H 3.58249 0.57950 2.46585  0.31
H 0.55539 0.55863 2.84937  0.31
H 2.31787 0.84286 0.37098  0.26
H -0.71398 0.30962 0.74695  0.25
H 0.26696 -0.26270 -0.61147  0.20
H -0.08011 1.45442 -0.45655  0.29
N -3.14754 -1.38654 -3.22737  -0.63
C -2.27263 -1.18033 -2.11710  0.70
O -2.62566 -0.78689 -1.04849  -0.47
O -1.00792 -1.56538 -2.39007  -0.46
H -2.95550 -0.71223 -3.96306  0.26
H -4.07102 -1.16523 -2.87094  0.28
H -1.04064 -2.07135 -3.21496  0.34

Results
HOMO-LUMO gap   0.343 hartree
DFT total energy   -402.34544 Eh
Lowest unoccupied orbital energy   0.505 eV
2S+1   1
SMILES string   C/C=C/C.NC(=O)O
ΔE to the lowest compared entry with this formula, charge and spin   20.5 kcal per mole

Entry 7:
Computed, not measured: an isolated molecule of C5H11NO2, with ωB97M-V/def2-TZVPD.

Last column: Mulliken charge in e.
Element x y z (Å)
C -0.97063 1.38350 0.72422  -1.80
C -0.35283 0.34749 -0.20863  1.53
C -0.55742 0.71532 -1.67705  -1.57
C -0.83755 -1.09536 0.10664  -0.80
O 0.23212 -1.71632 0.78505  -0.40
C 1.41817 -1.15054 0.26587  0.00
O 2.45244 -1.31710 1.14782  -0.53
N 1.11455 0.23751 -0.04232  -0.42
H -2.03607 1.47218 0.51725  0.41
H -0.83527 1.09616 1.76706  0.46
H -0.51039 2.35629 0.56045  0.42
H 0.26606 0.09216 -2.15584  0.35
H -0.28812 1.75721 -1.84706  0.39
H -1.59182 0.55387 -1.97735  0.36
H -1.05916 -1.63632 -0.82033  0.32
H -1.70609 -1.11728 0.76340  0.35
H 1.70782 -1.65710 -0.66830  0.31
H 2.12088 -1.15271 2.04110  0.34
H 1.43331 0.83103 0.71804  0.28

Results
HOMO-LUMO gap   0.380 hartree
DFT total energy   -402.33845 Eh
Lowest unoccupied orbital energy   0.830 eV
2S+1   1
SMILES string   CC1(C)CO[C@H](O)N1
ΔE to the lowest compared entry with this formula, charge and spin   24.9 kcal per mole

Entry 8:
Computed, not measured: an isolated molecule of C5H11NO2, with ωB97M-V/def2-TZVPD.

Last column: Mulliken charge in e.
Element x y z (Å)
C -0.69234 -2.26528 1.59794  -1.13
C -0.94001 -0.86462 1.01919  -0.41
N 0.27473 -0.33330 0.35269  -0.42
C -0.01878 0.96141 -0.24854  0.36
C -0.78821 1.09858 -1.59571  -0.12
O -1.89203 1.58410 -1.59168  -0.47
C 1.34477 1.60637 -0.54235  -0.90
O 1.91011 1.05263 -1.76077  -0.52
H -0.07413 -2.14620 2.48871  0.29
H -1.61468 -2.78457 1.82346  0.37
H -0.12671 -2.84503 0.86154  0.31
H -1.29610 -0.23612 1.84011  0.32
H -1.77246 -0.89109 0.31851  0.33
H 0.54845 -1.06764 -0.28998  0.25
H -0.59512 1.60640 0.40800  0.31
H -0.37314 0.72021 -2.54121  0.39
H 2.02836 1.40196 0.27803  0.43
H 1.26512 2.66520 -0.81736  0.32
H 2.81219 0.73698 -1.60058  0.30

Results
HOMO-LUMO gap   0.356 hartree
DFT total energy   -402.30126 Eh
Lowest unoccupied orbital energy   0.801 eV
2S+1   1
SMILES string   CCN[C@H](C=O)CO
ΔE to the lowest compared entry with this formula, charge and spin   48.2 kcal per mole

Entry 9:
Computed, not measured: an isolated molecule of C5H11NO2, with ωB97M-V/def2-TZVPD.

Last column: Mulliken charge in e.
Element x y z (Å)
C 0.37138 1.17283 0.55992  -0.07
C 2.12968 -0.55339 -1.16965  -0.62
C -2.32940 -1.17914 -0.13903  -1.07
C 0.49241 1.16886 2.03094  -1.28
C -0.41620 0.20427 -0.17550  1.02
O 1.19582 -0.50164 -0.11305  -0.45
O -0.60140 0.58072 -1.50290  -0.53
N -1.31301 -0.42955 0.55761  -0.56
H -1.08657 -0.11736 -1.95826  0.35
H 0.64617 2.07086 0.00727  0.43
H 2.03297 0.29300 -1.85819  0.28
H 1.96811 -1.47481 -1.74303  0.23
H 3.13809 -0.58858 -0.74632  0.25
H -2.95303 -0.55362 -0.79615  0.32
H -1.90791 -1.98901 -0.75586  0.33
H -2.98400 -1.64551 0.59635  0.29
H -0.08417 1.99373 2.45931  0.36
H 0.15583 0.22738 2.45410  0.37
H 1.54523 1.32098 2.29243  0.33

Results
HOMO-LUMO gap (alpha / beta)   0.288 / 0.288 hartree
DFT total energy   -402.19781 Eh
Lowest unoccupied orbital energy (alpha / beta)   -0.183 / -0.184 eV
2S+1   1
ΔE to the lowest compared entry with this formula, charge and spin   113.2 kcal per mole

Entry 10:
Computed, not measured: a cluster of 2 separate species, C5H11NO2 in total, with ωB97M-V/def2-TZVPD.

Last column: Mulliken charge in e.
Element x y z (Å)
C -1.59063 -0.71785 -1.18992  -1.02
C -1.22963 -0.58431 0.25635  0.73
O -1.31662 -1.41331 1.11870  -0.56
O -1.17360 0.83772 0.63294  -0.24
N -1.36352 1.14026 2.00858  -0.49
H -2.63826 -1.00528 -1.26623  0.33
H -1.00482 -1.52761 -1.62059  0.31
H -1.39466 0.20870 -1.71945  0.29
H -2.30644 1.51817 2.08817  0.26
H -1.30982 0.23435 2.48691  0.27
C 1.74146 -1.25175 -0.27543  -0.83
C 1.42343 -0.02660 0.10940  0.35
C 1.83926 1.23582 -0.57862  -1.09
H 1.47862 -2.12362 0.30471  0.30
H 2.25491 -1.41402 -1.21435  0.27
H 0.79594 0.19288 1.05432  0.19
H 1.76583 1.13574 -1.66068  0.30
H 2.84948 1.51822 -0.27895  0.34
H 1.17907 2.04250 -0.25586  0.28

Results
HOMO-LUMO gap   0.382 hartree
DFT total energy   -402.25394 Eh
Lowest unoccupied orbital energy   0.908 eV
2S+1   1
SMILES string   CC(=O)ON.C=CC
ΔE to the lowest compared entry with this formula, charge and spin   77.9 kcal per mole

Entry 11:
Computed, not measured: the ion C5H11NO2 with charge +1, with ωB97M-V/def2-TZVPD.

Last column: Mulliken charge in e.
Element x y z (Å)
O -1.58148 0.54293 -0.17576  -0.28
C -0.63453 -0.10472 0.11191  0.56
N -1.15837 -1.39720 0.59319  -0.16
C -0.35303 -2.24016 1.46494  -0.20
O -0.57291 -1.94359 2.79857  -0.46
C 0.70553 0.30729 -0.03170  -0.39
C 0.82848 0.94103 -1.51719  -0.49
C 0.38193 2.38380 -1.55921  -1.12
H -2.21173 -1.34273 0.98033  0.38
H -0.46918 -3.30006 1.28348  0.31
H 0.81284 -2.26337 1.31372  0.26
H -1.56836 -1.79650 2.91352  0.33
H 1.23961 0.97459 0.56502  0.41
H 1.40191 -0.60933 0.01686  0.23
H 0.60810 0.54477 -2.49782  0.37
H 1.97416 0.97386 -1.57910  0.28
H 0.67199 2.97329 -0.65018  0.32
H -0.69932 2.48064 -1.51014  0.31
H 0.62438 2.87548 -2.52044  0.36

Results
Net charge   +1
Expectation value of S²   0.77
HOMO-LUMO gap (alpha / beta)   0.405 / 0.225 hartree
DFT total energy   -401.92709 Eh
Lowest unoccupied orbital energy (alpha / beta)   -4.218 / -9.097 eV
2S+1   2
ΔE to the lowest compared entry with this formula, charge and spin   80.3 kcal per mole

Entry 12:
Computed, not measured: an isolated molecule of C5H11NO2S, with ωB97M-V/def2-TZVPD.

Last column: Mulliken charge in e.
Element x y z (Å)
C -1.01327 -3.26917 0.51517  -0.74
S -1.84036 -1.81006 1.16526  -0.09
C -0.52092 -0.47040 1.00690  -0.64
C -0.22330 -0.01327 -0.28525  -0.83
C 0.91770 0.87237 -0.12762  0.20
N 0.35216 1.83992 1.08661  -0.69
C 1.17210 1.61315 -1.28756  0.29
O 1.10732 2.87177 -1.47351  -0.58
O 2.01960 0.71362 -1.89014  -0.43
H -1.68137 -4.13742 0.67048  0.34
H 0.06952 -3.34071 1.00945  0.20
H -1.05005 -3.01050 -0.49856  0.24
H 0.30124 -0.91771 1.51237  0.35
H -1.18112 0.25543 1.53881  0.28
H 0.10186 -0.82128 -0.83911  0.48
H -1.10269 0.73715 -0.61969  0.20
H 1.80220 0.29782 0.32885  0.36
H -0.68958 2.14704 0.69085  0.31
H 1.18164 2.70261 0.76116  0.37
H 2.21990 1.08997 -2.82578  0.36

Results
HOMO-LUMO gap   0.322 hartree
DFT total energy   -800.38678 Eh
Lowest unoccupied orbital energy   0.317 eV
2S+1   1
SMILES string   CSCC[C@H](N)C(=O)O
ΔE to the lowest compared entry with this formula, charge and spin   107.2 kcal per mole

Record-wise maximum force values, in eV/Å: 2.38 3.01 4.01 4.31 1.53 0.90 1.79 2.50 4.10 3.59 6.14 7.52